[1]
Entry from OMol25: a cluster of 12 separate species, C84H192F12N7O25P5S12 in total at a distorted geometry (ωB97M-V/def2-TZVPD).

```
337
Properties=species:S:1:pos:R:3:lowdin_charge:R:1
C -0.503 -13.243 -19.577 -0.008
C -0.715 -14.769 -19.548 -0.288
C -1.105 -15.326 -18.181 -0.182
O -1.763 -16.533 -18.016 -0.177
C -2.140 -16.974 -16.756 -0.089
N -1.763 -15.182 -20.506 0.231
H -1.371 -15.367 -21.419 0.104
H -2.081 -16.093 -20.209 0.150
H -2.592 -14.615 -20.615 0.175
H -0.156 -12.900 -20.551 0.082
H 0.371 -13.028 -18.962 0.080
H -1.285 -12.552 -19.262 0.083
H 0.175 -15.338 -19.820 0.132
H -1.876 -14.596 -17.934 0.115
H -0.249 -15.270 -17.508 0.147
H -2.979 -16.404 -16.358 0.081
H -1.302 -16.913 -16.062 0.094
H -2.534 -17.990 -16.774 0.099
C 10.151 -8.658 -18.307 -0.095
C 9.315 -9.579 -19.203 -0.290
C 8.766 -10.638 -18.387 -0.266
C 7.548 -10.155 -17.468 -0.222
P 6.643 -11.612 -16.781 1.053
C 5.282 -10.965 -15.715 -0.252
C 4.339 -9.917 -16.354 -0.211
C 3.457 -9.262 -15.277 -0.238
C 2.193 -10.045 -14.884 -0.111
C 7.808 -12.720 -15.878 -0.226
C 8.042 -12.190 -14.470 -0.295
C 9.088 -13.013 -13.867 -0.223
C 9.176 -12.676 -12.305 -0.057
C 5.945 -12.394 -18.281 -0.210
C 5.530 -11.363 -19.467 -0.213
C 4.411 -11.778 -20.376 -0.242
C 3.061 -11.981 -19.694 -0.098
H 10.698 -7.880 -18.840 0.067
H 10.978 -9.261 -17.931 0.084
H 9.621 -8.081 -17.549 0.071
H 9.917 -10.025 -19.996 0.123
H 8.509 -9.019 -19.677 0.110
H 9.560 -11.120 -17.816 0.115
H 8.503 -11.401 -19.120 0.107
H 6.876 -9.449 -17.956 0.082
H 7.941 -9.658 -16.580 0.087
H 5.691 -10.576 -14.783 0.088
H 4.718 -11.862 -15.458 0.059
H 3.704 -10.210 -17.190 0.097
H 5.016 -9.109 -16.632 0.098
H 2.909 -8.392 -15.640 0.103
H 4.043 -9.040 -14.385 0.106
H 2.653 -10.979 -14.563 0.051
H 1.509 -10.393 -15.658 0.056
H 1.533 -9.624 -14.126 0.078
H 8.676 -12.545 -16.512 0.073
H 7.488 -13.761 -15.922 0.072
H 7.151 -12.089 -13.850 0.097
H 8.306 -11.132 -14.479 0.117
H 10.030 -12.709 -14.325 0.120
H 8.965 -14.052 -14.169 0.103
H 9.603 -11.713 -12.026 0.072
H 9.818 -13.381 -11.777 0.070
H 8.178 -12.734 -11.869 0.049
H 5.038 -12.876 -17.916 0.052
H 6.701 -13.131 -18.554 0.091
H 6.406 -11.013 -20.014 0.103
H 5.179 -10.424 -19.040 0.082
H 4.795 -12.505 -21.091 0.101
H 4.362 -10.933 -21.063 0.111
H 2.260 -11.927 -20.431 0.052
H 2.694 -11.295 -18.931 0.065
H 2.781 -12.983 -19.369 0.063
C 8.788 -18.183 -13.261 -0.087
C 8.107 -17.378 -12.148 -0.221
C 6.748 -18.041 -11.664 -0.217
C 6.218 -17.349 -10.397 -0.288
P 4.530 -17.701 -9.967 1.050
C 3.534 -16.944 -11.310 -0.210
C 1.946 -17.034 -10.982 -0.190
C 0.919 -16.357 -11.970 -0.214
C -0.565 -16.489 -11.479 -0.090
C 4.311 -19.575 -9.809 -0.204
C 3.847 -20.215 -11.165 -0.242
C 3.680 -21.766 -11.081 -0.249
C 2.687 -22.191 -9.964 -0.099
C 4.230 -16.707 -8.442 -0.247
C 4.573 -15.236 -8.648 -0.263
C 3.763 -14.351 -7.739 -0.241
C 4.574 -14.227 -6.424 -0.070
H 8.186 -18.272 -14.164 0.062
H 8.962 -19.233 -13.023 0.066
H 9.821 -17.872 -13.421 0.081
H 8.031 -16.323 -12.415 0.090
H 8.785 -17.244 -11.305 0.108
H 6.927 -19.078 -11.382 0.105
H 6.058 -18.007 -12.506 0.082
H 6.365 -16.284 -10.577 0.104
H 6.769 -17.674 -9.514 0.111
H 3.781 -17.588 -12.154 0.060
H 3.847 -15.950 -11.632 0.082
H 1.734 -16.585 -10.012 0.091
H 1.644 -18.079 -10.927 0.086
H 0.979 -16.963 -12.874 0.085
H 1.339 -15.425 -12.348 0.086
H -0.723 -17.354 -10.835 0.064
H -1.370 -16.672 -12.191 0.059
H -0.842 -15.630 -10.869 0.055
H 3.533 -19.662 -9.051 0.075
H 5.145 -20.124 -9.372 0.106
H 4.570 -20.024 -11.957 0.083
H 2.944 -19.794 -11.608 0.089
H 4.688 -22.115 -10.856 0.101
H 3.310 -22.239 -11.991 0.105
H 2.540 -23.264 -10.092 0.072
H 1.755 -21.740 -10.306 0.074
H 3.047 -21.887 -8.982 0.066
H 4.864 -17.180 -7.692 0.098
H 3.182 -16.798 -8.154 0.090
H 4.485 -14.878 -9.674 0.082
H 5.639 -15.084 -8.481 0.113
H 2.700 -14.594 -7.721 0.107
H 3.724 -13.313 -8.068 0.079
H 5.190 -13.330 -6.489 0.041
H 5.013 -15.171 -6.097 0.082
H 3.818 -13.878 -5.721 0.065
C -3.500 -6.215 -14.762 -0.080
C -4.460 -7.393 -15.151 -0.260
C -4.124 -8.779 -14.639 -0.251
C -5.155 -9.765 -15.165 -0.277
P -5.077 -11.422 -14.368 1.017
C -3.300 -11.938 -14.387 -0.208
C -2.596 -11.723 -15.766 -0.243
C -1.118 -11.373 -15.775 -0.255
C -0.228 -12.488 -15.164 -0.075
C -5.763 -11.371 -12.707 -0.246
C -6.688 -10.210 -12.185 -0.192
C -7.372 -10.600 -10.870 -0.278
C -6.407 -10.945 -9.780 -0.119
C -6.174 -12.544 -15.292 -0.251
C -7.673 -12.062 -15.371 -0.230
C -8.540 -13.158 -15.920 -0.223
C -9.384 -12.731 -17.245 -0.097
H -3.778 -6.125 -13.712 0.070
H -3.702 -5.239 -15.203 0.068
H -2.445 -6.345 -14.999 0.073
H -4.376 -7.449 -16.237 0.102
H -5.506 -7.161 -14.948 0.111
H -4.099 -8.692 -13.553 0.116
H -3.150 -9.086 -15.021 0.105
H -5.116 -9.753 -16.254 0.104
H -6.184 -9.428 -15.039 0.089
H -3.304 -12.958 -14.003 0.102
H -2.891 -11.245 -13.651 0.093
H -3.099 -10.973 -16.376 0.090
H -2.682 -12.642 -16.346 0.092
H -0.936 -10.412 -15.293 0.096
H -0.676 -11.077 -16.726 0.099
H 0.588 -12.730 -15.844 0.055
H -0.898 -13.322 -14.953 0.071
H 0.340 -12.134 -14.303 0.057
H -4.812 -11.418 -12.177 0.080
H -6.169 -12.381 -12.661 0.102
H -7.521 -10.135 -12.885 0.086
H -6.274 -9.203 -12.131 0.117
H -7.962 -11.510 -10.980 0.108
H -8.063 -9.864 -10.459 0.115
H -5.749 -10.109 -9.542 0.078
H -5.785 -11.804 -10.031 0.072
H -7.030 -11.176 -8.916 0.083
H -6.163 -13.472 -14.721 0.095
H -5.634 -12.644 -16.233 0.097
H -7.663 -11.183 -16.015 0.103
H -8.166 -11.710 -14.465 0.107
H -9.389 -13.373 -15.272 0.100
H -8.128 -14.127 -16.204 0.103
H -10.194 -13.372 -17.592 0.061
H -8.836 -12.616 -18.180 0.058
H -9.925 -11.789 -17.154 0.061
C 5.264 -5.504 -5.678 -0.117
C 4.547 -6.336 -6.694 -0.277
C 5.234 -7.669 -7.129 -0.224
C 4.781 -8.295 -8.428 -0.236
P 3.202 -9.316 -8.399 1.066
C 3.129 -10.524 -9.704 -0.279
C 4.164 -10.298 -10.816 -0.202
C 3.730 -11.263 -11.942 -0.204
C 3.731 -12.794 -11.528 -0.069
C 1.880 -8.097 -8.791 -0.243
C 1.840 -7.622 -10.276 -0.208
C 0.941 -6.390 -10.431 -0.275
C -0.539 -6.576 -10.516 -0.120
C 2.931 -10.039 -6.741 -0.225
C 1.481 -10.594 -6.577 -0.235
C 1.153 -11.308 -5.205 -0.230
C 0.005 -12.311 -5.423 -0.102
H 5.320 -6.108 -4.772 0.082
H 4.695 -4.592 -5.493 0.076
H 6.278 -5.255 -5.989 0.078
H 4.353 -5.760 -7.599 0.103
H 3.566 -6.496 -6.247 0.093
H 5.224 -8.477 -6.397 0.092
H 6.296 -7.456 -7.258 0.122
H 5.445 -9.117 -8.697 0.064
H 4.789 -7.568 -9.240 0.097
H 2.087 -10.520 -10.026 0.077
H 3.358 -11.418 -9.124 0.071
H 5.228 -10.439 -10.628 0.110
H 4.111 -9.239 -11.068 0.089
H 4.402 -11.303 -12.799 0.082
H 2.751 -11.001 -12.341 0.076
H 3.059 -13.023 -10.700 0.039
H 4.693 -13.135 -11.145 0.076
H 3.244 -13.402 -12.291 0.048
H 2.029 -7.367 -7.996 0.086
H 0.858 -8.425 -8.604 0.067
H 1.616 -8.455 -10.942 0.105
H 2.817 -7.283 -10.621 0.092
H 1.157 -6.046 -11.443 0.102
H 1.081 -5.528 -9.779 0.115
H -0.929 -6.773 -9.517 0.076
H -0.762 -7.406 -11.185 0.067
H -1.042 -5.685 -10.894 0.074
H 2.988 -9.253 -5.989 0.100
H 3.614 -10.866 -6.548 0.086
H 1.254 -11.329 -7.349 0.085
H 0.690 -9.918 -6.904 0.086
H 0.816 -10.561 -4.486 0.101
H 2.064 -11.747 -4.797 0.099
H 0.337 -13.149 -6.036 0.069
H -0.869 -11.791 -5.813 0.076
H -0.272 -12.653 -4.425 0.067
C 6.122 -21.836 -14.321 -0.092
C 7.206 -22.119 -15.372 -0.289
C 6.879 -21.658 -16.718 -0.239
C 6.861 -20.064 -16.870 -0.211
P 6.264 -19.182 -18.392 1.115
C 4.467 -19.399 -18.458 -0.287
C 3.827 -18.712 -17.267 -0.237
C 2.907 -19.716 -16.446 -0.204
C 2.210 -18.974 -15.257 -0.096
C 6.839 -20.156 -19.930 -0.204
C 5.947 -20.031 -21.196 -0.186
C 4.795 -21.099 -21.166 -0.247
C 5.193 -22.587 -21.142 -0.104
C 6.744 -17.368 -18.303 -0.219
C 6.710 -16.583 -19.589 -0.225
C 5.324 -16.006 -19.888 -0.251
C 5.233 -15.408 -21.269 -0.094
H 6.050 -20.758 -14.178 0.051
H 6.561 -22.351 -13.467 0.076
H 5.142 -22.171 -14.663 0.071
H 7.346 -23.200 -15.374 0.116
H 8.206 -21.730 -15.180 0.124
H 5.975 -22.201 -16.996 0.108
H 7.712 -21.830 -17.399 0.112
H 7.906 -19.775 -16.761 0.077
H 6.289 -19.643 -16.044 0.067
H 4.464 -20.483 -18.345 0.083
H 4.065 -19.088 -19.422 0.091
H 3.307 -17.825 -17.628 0.094
H 4.494 -18.312 -16.503 0.060
H 3.473 -20.587 -16.118 0.087
H 2.152 -20.130 -17.114 0.101
H 1.594 -18.183 -15.684 0.066
H 2.890 -18.664 -14.464 0.047
H 1.576 -19.652 -14.686 0.057
H 6.976 -21.192 -19.618 0.075
H 7.840 -19.730 -20.005 0.077
H 6.620 -20.225 -22.031 0.115
H 5.602 -19.007 -21.332 0.093
H 4.091 -21.094 -21.999 0.103
H 4.129 -20.922 -20.322 0.065
H 5.738 -22.773 -20.216 0.051
H 5.854 -22.872 -21.961 0.079
H 4.319 -23.238 -21.129 0.072
H 7.787 -17.402 -17.989 0.086
H 6.299 -16.910 -17.420 0.073
H 7.018 -17.231 -20.409 0.107
H 7.528 -15.863 -19.555 0.126
H 5.250 -15.247 -19.109 0.089
H 4.438 -16.609 -19.690 0.091
H 4.310 -14.830 -21.308 0.042
H 5.154 -16.110 -22.099 0.085
H 6.010 -14.662 -21.439 0.076
N 12.550 -15.967 -16.987 -0.221
S 10.951 -15.505 -16.770 0.478
O 10.702 -14.104 -17.028 -0.306
O 10.272 -16.218 -15.740 -0.293
F 10.544 -16.297 -18.087 -0.206
S 12.864 -15.592 -15.505 0.453
O 12.691 -16.666 -14.541 -0.302
O 13.011 -14.192 -15.147 -0.300
F 14.435 -15.873 -15.880 -0.262
N -1.956 -11.877 -10.225 -0.264
S -0.399 -11.969 -10.797 0.584
O 0.556 -12.698 -9.941 -0.284
O 0.037 -10.890 -11.658 -0.302
F -0.665 -13.063 -11.968 -0.218
S -2.001 -10.466 -9.888 0.409
O -2.582 -9.528 -10.865 -0.323
O -0.998 -9.965 -8.922 -0.312
F -3.225 -10.643 -8.869 -0.208
N 0.122 -16.152 -22.431 -0.276
S 1.374 -15.165 -22.978 0.536
O 2.285 -15.710 -23.972 -0.234
O 1.855 -14.220 -22.024 -0.283
F 0.454 -14.171 -23.815 -0.192
S 1.112 -17.171 -21.906 0.390
O 2.001 -16.846 -20.830 -0.271
O 1.513 -18.250 -22.804 -0.265
F -0.008 -17.949 -21.069 -0.216
N 5.056 -14.385 -15.836 -0.212
S 3.627 -14.678 -15.678 0.374
O 3.005 -14.628 -14.349 -0.295
O 3.000 -15.507 -16.700 -0.295
F 3.030 -13.344 -16.390 -0.241
S 5.448 -15.570 -14.673 0.571
O 4.928 -16.894 -14.717 -0.266
O 5.901 -15.033 -13.369 -0.272
F 6.865 -15.841 -15.407 -0.201
N 12.301 -18.938 -19.242 -0.212
S 11.312 -19.331 -20.257 0.333
O 10.314 -18.293 -20.518 -0.336
O 11.001 -20.720 -20.524 -0.301
F 12.286 -19.004 -21.447 -0.200
S 11.336 -19.531 -17.924 0.589
O 11.521 -20.924 -17.485 -0.306
O 10.056 -18.910 -17.656 -0.322
F 12.303 -18.856 -16.850 -0.196
N 7.662 -12.684 -6.874 -0.245
S 7.407 -11.847 -8.041 0.440
O 8.527 -11.025 -8.522 -0.277
O 5.982 -11.488 -8.329 -0.341
F 7.566 -13.100 -9.124 -0.249
S 7.585 -11.405 -5.813 0.597
O 6.204 -10.865 -5.529 -0.335
O 8.695 -10.439 -5.692 -0.278
F 7.877 -12.216 -4.486 -0.186
```

Output
Frontier orbital gap: 0.2139 hartree
Net charge: 0
Lowest unoccupied orbital energy: -0.0587 Ha

[2]
Entry from OMol25: the molecule C6H13N at a distorted geometry (ωB97M-V/def2-TZVPD).

```
20
Properties=species:S:1:pos:R:3:nbo_charge:R:1
C -3.512 -0.389 -0.809 -0.615
C -2.569 0.229 0.212 -0.420
C -1.108 0.216 -0.107 -0.152
C -0.075 0.550 0.746 -0.208
N 1.226 0.630 0.018 -0.652
C 2.263 -0.205 0.603 -0.208
C 3.505 -0.292 -0.269 -0.610
H -3.577 0.185 -1.723 0.207
H -4.535 -0.507 -0.433 0.221
H -3.176 -1.406 -0.987 0.213
H -2.829 0.860 1.043 0.230
H -1.971 -0.766 0.562 0.299
H -0.894 -0.182 -1.102 0.225
H -0.129 1.462 1.338 0.181
H 1.551 1.587 -0.004 0.345
H 1.810 -1.179 0.775 0.186
H 2.569 0.140 1.618 0.148
H 3.890 0.705 -0.462 0.197
H 4.273 -0.886 0.217 0.207
H 3.288 -0.752 -1.237 0.207
```

Output
Frontier orbital gap: 0.3218 hartree
SMILES: CC/C=C/NCC
Energy relative to the best compared isomer or geometry (same formula, charge and spin): 3.442 eV
Net charge: 0
Lowest unoccupied orbital energy: 0.0376 Ha

[3]
Entry from OMol25: a structure of composition C28H47Cl2N2PSTi at a distorted geometry (ωB97M-V/def2-TZVPD).

```
82
Properties=species:S:1:pos:R:3:mulliken_spin:R:1
P -0.278 1.069 -1.880 -0.003
C -2.000 0.471 -2.228 0.001
C -2.671 1.094 -3.471 0.000
C -4.096 0.549 -3.666 0.000
C -4.125 -0.985 -3.719 0.000
C -3.529 -1.567 -2.431 0.000
C -2.097 -1.080 -2.205 -0.001
C 1.207 0.354 -2.719 0.005
C 1.277 0.427 -4.253 0.000
C 2.674 -0.028 -4.708 0.000
C 2.993 -1.463 -4.268 0.000
C 2.784 -1.662 -2.759 -0.001
C 1.459 -1.098 -2.227 -0.003
C -0.118 2.865 -1.580 0.000
C -1.277 3.423 -0.714 -0.004
C -1.165 4.945 -0.557 0.001
C 0.217 5.442 -0.112 0.000
C 1.371 4.806 -0.895 0.000
C 1.279 3.280 -1.038 -0.001
H -2.554 0.842 -1.334 0.002
H -2.067 0.862 -4.361 0.000
H -2.701 2.190 -3.373 0.000
H -4.541 0.969 -4.576 0.000
H -4.722 0.871 -2.825 0.000
H -5.152 -1.353 -3.872 0.000
H -3.515 -1.318 -4.571 0.000
H -4.151 -1.253 -1.585 0.000
H -3.548 -2.662 -2.460 0.000
H -1.727 -1.452 -1.239 0.001
H -1.447 -1.498 -2.989 0.000
H 2.035 0.982 -2.324 -0.001
H 3.425 0.634 -4.260 0.000
H 1.069 1.446 -4.607 0.000
H 0.518 -0.237 -4.688 0.000
H 2.776 0.064 -5.796 0.000
H 4.031 -1.715 -4.527 0.000
H 2.343 -2.157 -4.818 0.000
H 2.847 -2.727 -2.507 0.000
H 3.603 -1.163 -2.226 0.000
H 1.472 -1.105 -1.127 0.001
H 0.626 -1.741 -2.546 0.000
H -0.216 3.286 -2.606 0.000
H -2.242 3.190 -1.193 -0.001
H -1.286 2.928 0.271 0.004
H -1.399 5.391 -1.530 0.000
H -1.932 5.299 0.140 0.000
H 0.348 5.226 0.957 0.000
H 0.260 6.532 -0.233 0.000
H 2.330 5.081 -0.443 0.000
H 1.373 5.223 -1.909 0.000
H 2.063 2.950 -1.736 -0.001
H 1.491 2.777 -0.078 0.001
Ti 0.765 -0.031 2.885 0.939
Cl 2.375 0.293 1.394 0.016
Cl -1.137 1.092 2.633 0.019
C 0.197 -1.916 3.028 -0.089
H -0.764 -2.016 3.521 0.007
C 0.721 -3.109 2.374 0.012
C 2.126 -3.257 2.205 0.000
C 2.688 -4.337 1.528 0.002
C 1.879 -5.383 1.052 -0.005
C 0.484 -5.291 1.221 0.003
C -0.080 -4.208 1.902 -0.003
H 2.758 -2.480 2.656 -0.006
H 3.773 -4.371 1.393 0.000
H -0.134 -6.099 0.821 0.000
H -1.160 -4.212 2.073 0.001
H 2.338 -6.247 0.564 0.000
C -1.434 0.478 7.261 0.005
N -0.771 0.220 5.955 0.017
C 0.577 0.098 5.907 0.043
S 1.621 0.915 4.749 0.022
N 1.240 -0.598 6.859 0.014
C 0.687 -1.871 7.375 0.000
H -0.697 0.655 8.053 0.000
H -2.042 -0.400 7.503 0.002
H -2.083 1.361 7.182 -0.001
H -1.187 0.702 5.145 -0.001
H 2.251 -0.638 6.654 0.003
H 1.395 -2.676 7.135 -0.001
H 0.572 -1.769 8.465 0.001
H -0.274 -2.109 6.907 0.000
```

Output
⟨S²⟩: 0.762
Frontier orbital gap (alpha / beta): 0.1725 / 0.1822 hartree
Spin multiplicity: 2
Energy relative to the best compared isomer or geometry (same formula, charge and spin): 0.122 eV
Net charge: -1
Lowest unoccupied orbital energy (alpha / beta): 0.0911 / 0.0906 Ha

[4]
Entry from OMol25: a cluster of 3 separate species, C4H10O3 in total at a distorted geometry (ωB97M-V/def2-TZVPD).

```
17
Properties=species:S:1:pos:R:3:nbo_charge:R:1
C -0.220 -1.601 -2.167 -0.310
C -0.936 -1.100 -1.168 -0.277
C -0.567 -1.680 0.143 0.270
C -0.601 -1.029 1.349 -0.498
O -0.387 -3.043 0.100 -0.719
H 0.678 -2.091 -2.002 0.191
H -0.558 -1.546 -3.200 0.196
H -1.923 -0.670 -1.310 0.224
H -0.375 -1.604 2.326 0.216
H -0.935 0.072 1.284 0.211
H 0.368 -3.437 0.610 0.494
O 1.149 3.097 2.452 -0.944
H 1.616 2.263 2.635 0.468
H 0.447 2.891 1.787 0.476
O 0.790 3.662 -1.072 -0.947
H 1.400 4.125 -1.644 0.475
H 0.818 2.729 -1.263 0.472
```

Output
Frontier orbital gap: 0.3466 hartree
SMILES: C=CC(=C)O.O.O
Energy relative to the best compared isomer or geometry (same formula, charge and spin): 2.998 eV
Net charge: 0
Lowest unoccupied orbital energy: 0.0194 Ha